Here is a cluster of 13 separate species, C60H76F4N12O6S in total from the Open Molecules 2025 dataset. Energies are from ωB97M-V with the def2-TZVPD basis set.

ORCA input file:
```
! RIJCOSX wB97M-V def2-TZVPD def2/J DEFGRID3
* xyz 0 1
S -0.18379 -1.61690 1.48408
F 2.77983 4.03820 3.05179
F -2.91939 1.72570 -0.17415
F 4.76772 5.33573 1.24903
F 2.73561 5.63150 -0.18509
O -1.63049 3.49993 -0.90519
O 0.67075 -0.34646 2.23353
O 0.57704 -2.92091 1.29895
O -0.71258 -0.83345 0.06511
O 2.23911 -1.62268 -2.63961
O -1.28338 -2.04612 2.44744
N -1.42364 -1.66059 -5.04892
N 4.12647 -6.00301 -14.12287
N 1.02957 8.52734 9.50892
N 4.48022 -3.63094 -2.25116
N 0.06297 3.59076 6.67511
N -0.89244 6.46582 -1.91430
N -1.10810 -4.91827 -0.01372
N -6.45805 -5.12914 8.52589
N -3.81391 0.36846 7.15660
N -0.31513 7.21058 6.41618
N 2.92665 -6.53253 -9.59305
N 2.91209 -1.30138 -6.07259
C -7.70166 -4.55826 8.57673
C -3.50569 -1.60198 -4.28147
C 0.11623 0.39815 0.02174
C 0.56740 7.43108 -3.27842
C -5.98912 -0.06963 7.18965
C -6.58464 -6.49212 8.48451
C -2.74698 -5.45632 -1.41053
C -2.23853 -2.06462 -4.02300
C 0.89926 7.03527 5.80682
C -1.70205 2.25832 -0.72239
C 1.47657 -0.18673 -0.65181
C -0.43789 1.37080 -1.12670
C -1.24188 1.10629 2.34992
C 1.94317 9.20664 8.74754
C 2.98087 -5.26228 -13.99856
C 4.59331 -5.90645 -15.40673
C -0.54112 8.29776 -3.11606
C 2.10259 -7.05841 -10.55291
C 5.02108 -4.52662 -3.13507
C 0.06167 9.03371 5.20589
C -1.62933 3.06816 8.01315
C 2.17624 -0.78627 -7.10720
C 2.71897 -4.67968 -15.21438
C 2.39289 -6.77238 -8.35480
C 5.29800 -5.68466 -2.44975
C 0.61150 3.16255 7.85574
C -3.94105 -0.99411 7.11522
C 2.26373 -1.65852 -8.16471
C 3.43471 5.00421 0.88635
C -3.45354 -0.88886 -5.50514
C 3.08601 -2.73713 -7.75548
C -1.74176 -6.45128 -1.48827
C 0.13501 0.86603 1.55124
C 1.15609 -1.39523 -1.66420
C 2.44215 9.49448 10.92098
C 0.32134 6.30731 -2.52746
C -2.32718 -4.52151 -0.49453
C -2.15588 -0.93891 -5.95369
C -0.41570 2.82847 8.70443
C 1.16038 8.15323 5.05098
C -7.92459 -6.79378 8.50081
C -8.63274 -5.56785 8.55883
C -5.28138 -1.29537 7.13156
C -1.42761 7.67405 -2.27180
C -0.74112 -6.09056 -0.61768
C 4.41682 -4.20174 -1.00831
C -5.05769 0.93973 7.20758
C 1.13062 2.02665 2.04690
C 3.74072 -5.08835 -16.10700
C 1.02747 -7.63259 -9.91998
C -1.30331 3.54129 6.76520
C 2.03870 2.69771 0.90316
C 2.78222 3.95984 1.60468
C 2.83449 9.81474 9.59749
C 1.21118 -7.45096 -8.52677
C 1.32369 8.70196 10.83554
C 3.47441 -2.48803 -6.46162
C -1.07819 1.05331 3.96064
C -0.83492 8.42480 6.05041
C 4.91464 -5.47902 -1.10188
H 5.48997 -6.42572 -15.70987
H 4.09917 -3.05180 -5.78561
H -7.81629 -3.48552 8.61967
H -5.70551 -2.28877 7.10515
H 4.02250 -3.65193 -0.16674
H -1.69197 -0.52590 -6.83677
H -0.75764 6.54929 7.03593
H 0.71400 8.24717 11.60176
H 1.88370 -4.03210 -15.43704
H -0.36090 1.86163 4.34497
H -4.37410 -1.75895 -3.65850
H -8.34823 -7.78706 8.47457
H 5.72943 -6.58038 -2.87212
H 1.78885 -1.53364 -9.12678
H -1.74823 -7.33290 -2.11243
H 2.35140 -6.97769 -11.60034
H -2.63109 2.91292 8.38767
H 1.87331 -2.33506 -3.21987
H 2.89607 1.95563 0.67131
H 3.02284 -0.87303 -5.16645
H -1.32475 5.79646 -1.29673
H 4.17652 -2.69680 -2.47926
H -5.17223 2.01254 7.25055
H 4.99493 -6.18623 -0.28943
H 0.20045 -8.12911 -10.40597
H 0.19716 -6.56691 -0.37586
H -0.71292 0.03931 4.34665
H -0.79014 0.68490 -1.99472
H 3.79066 -6.04615 -9.77028
H 2.89811 -6.43893 -7.46078
H -7.06113 0.06006 7.21664
H -5.58590 -4.62503 8.52064
H 1.44772 7.60903 -3.87869
H 4.55794 -6.53638 -13.38545
H 2.92390 9.80986 11.83490
H -0.43924 -1.86232 -5.12574
H 3.36400 -3.59979 -8.34281
H 1.65446 0.15318 -7.00115
H -5.71285 -7.12777 8.44590
H 0.21271 -1.20680 -2.31268
H 0.90456 5.41143 -2.37604
H -0.06083 10.00479 4.74927
H 0.58327 3.89537 5.86723
H 1.45603 3.01892 -0.02312
H -3.67464 -5.42640 -1.96345
H -2.08788 1.24917 4.48694
H 3.67571 10.42336 9.29958
H 1.81418 1.56897 2.85685
H 3.84099 -4.81480 -17.14710
H 1.68246 3.13147 7.98880
H -0.56435 -4.42249 0.67817
H -4.27421 -0.39293 -6.00230
H 1.88064 9.19751 7.66923
H -1.84736 -2.64621 -3.20057
H -2.94040 0.87313 7.15134
H 5.16078 -4.26410 -4.17280
H -9.70474 -5.43838 8.58580
H 2.02143 0.62047 -1.28079
H 2.45349 -5.21268 -13.05779
H 2.21859 -0.58810 0.12153
H -2.38984 7.98584 -1.89450
H -0.30582 2.45370 9.71144
H -1.79461 8.75015 6.42297
H -1.92360 3.84485 5.93478
H 0.56203 2.87766 2.58628
H -2.09271 0.44087 1.96025
H 1.47165 6.13355 5.96408
H -0.67651 9.26961 -3.56756
H -2.79060 -3.61116 -0.14354
H 0.26126 7.98476 9.14938
H -1.57635 2.19382 2.11852
H 0.98061 -2.40456 -1.15051
H 0.36686 2.04847 -1.59585
H -3.06938 -1.63009 7.07651
H 0.55246 -7.78121 -7.73709
H 2.04444 8.31797 4.45249
*
```

## Properties
Gap between HOMO and LUMO = 7.2 eV
E_LUMO = -0.95 eV
Strongest force on any atom = 7.40 eV Å⁻¹